No. 1
Entry from OMol25: C41H35BiClOPSi as an isolated structure in a non-equilibrium geometry (ωB97M-V/def2-TZVPD).

Results
Energy above the lowest of the compared OMol25 structures with the same formula, charge and spin ... 0.0 kJ/mol
Net charge ... 0
Orbital gap ... 7.37 eV
Molar mass ... 847.22 g/mol

Each line ends with the Löwdin charge.
Positions of all 81 atoms, in Å:
C (-0.444, 2.030, -1.377)  -0.176
C (0.710, 1.434, -1.948)  -0.174
C (0.370, 0.151, -2.439)  -0.200
H (1.690, 1.906, -2.029)  0.085
C (-1.020, -0.075, -2.176)  -0.259
C (-1.526, 1.104, -1.512)  -0.292
H (-2.587, 1.322, -1.319)  0.086
H (-0.528, 3.035, -0.958)  0.094
H (1.028, -0.534, -2.973)  0.092
H (-1.621, -0.925, -2.504)  0.100
Bi (-0.575, -0.359, 0.479)  1.486
Cl (-1.927, -2.433, 0.774)  -0.119
P (2.142, -1.333, 0.576)  0.934
C (2.445, -2.548, -0.752)  -0.371
C (3.716, -2.719, -1.332)  -0.091
H (4.540, -2.063, -1.046)  0.103
C (3.928, -3.742, -2.262)  -0.078
H (4.926, -3.890, -2.681)  0.107
C (2.871, -4.569, -2.647)  -0.080
H (3.040, -5.369, -3.366)  0.105
C (1.587, -4.364, -2.128)  -0.074
H (0.756, -4.996, -2.445)  0.110
C (1.367, -3.352, -1.198)  -0.095
H (0.364, -3.186, -0.798)  0.053
C (3.509, -0.122, 0.611)  -0.349
C (3.880, 0.560, -0.568)  -0.115
H (3.385, 0.321, -1.513)  0.096
C (4.885, 1.527, -0.534)  -0.077
H (5.152, 2.058, -1.451)  0.109
C (5.543, 1.813, 0.669)  -0.083
H (6.335, 2.555, 0.689)  0.102
C (5.156, 1.171, 1.847)  -0.082
H (5.651, 1.409, 2.792)  0.108
C (4.128, 0.228, 1.830)  -0.080
H (3.810, -0.256, 2.755)  0.102
C (2.160, -2.247, 2.157)  -0.381
C (2.963, -3.383, 2.308)  -0.078
H (3.539, -3.757, 1.458)  0.107
C (3.033, -4.032, 3.543)  -0.069
H (3.685, -4.895, 3.667)  0.106
C (2.260, -3.567, 4.618)  -0.073
H (2.313, -4.074, 5.578)  0.104
C (1.408, -2.471, 4.453)  -0.077
H (0.787, -2.120, 5.287)  0.115
C (1.342, -1.813, 3.231)  -0.109
H (0.656, -0.967, 3.099)  0.078
O (-1.607, 0.878, 1.887)  -0.595
Si (-3.013, 1.737, 1.907)  0.458
C (-3.836, 1.084, 3.438)  -0.221
C (-3.979, -0.306, 3.588)  -0.091
C (-4.676, -0.818, 4.690)  -0.084
C (-5.139, 0.051, 5.685)  -0.098
C (-4.868, 1.423, 5.600)  -0.089
C (-4.186, 1.937, 4.488)  -0.087
C (-2.638, 3.558, 1.955)  -0.234
C (-3.649, 4.516, 2.128)  -0.117
C (-3.339, 5.883, 2.182)  -0.082
C (-2.010, 6.303, 2.059)  -0.092
C (-0.997, 5.354, 1.885)  -0.086
C (-1.306, 3.989, 1.835)  -0.091
C (-4.232, 1.416, 0.510)  -0.241
C (-4.690, 0.108, 0.261)  -0.102
C (-5.714, -0.136, -0.662)  -0.077
C (-6.286, 0.924, -1.372)  -0.091
C (-5.823, 2.225, -1.160)  -0.083
C (-4.803, 2.469, -0.229)  -0.096
H (-3.532, -0.993, 2.867)  0.063
H (-4.839, -1.893, 4.765)  0.100
H (-5.681, -0.348, 6.541)  0.096
H (-5.173, 2.097, 6.397)  0.097
H (-3.909, 2.991, 4.446)  0.093
H (-4.693, 4.210, 2.222)  0.110
H (-4.133, 6.616, 2.320)  0.101
H (-1.761, 7.366, 2.100)  0.101
H (0.043, 5.673, 1.790)  0.101
H (-0.509, 3.254, 1.714)  0.090
H (-4.244, -0.735, 0.789)  0.051
H (-6.061, -1.158, -0.825)  0.103
H (-7.082, 0.733, -2.097)  0.101
H (-6.255, 3.056, -1.717)  0.101
H (-4.458, 3.490, -0.078)  0.090


No. 2
Entry from OMol25: C44H25Cl5IN8O3S2Y as an isolated structure in a non-equilibrium geometry (ωB97M-V/def2-TZVPD).

Results
Energy above the lowest of the compared OMol25 structures with the same formula, charge and spin ... 0.0 kJ/mol
Net charge ... -2
Orbital gap ... 5.97 eV
Molar mass ... 1170.95 g/mol

Each line ends with the Löwdin charge.
Positions of all 89 atoms, in Å:
Y (-0.217, -1.509, -1.181)  1.162
C (-0.872, -3.208, 3.111)  -0.104
C (0.083, -4.212, 3.216)  -0.115
C (1.015, -4.361, 2.204)  -0.064
C (0.994, -3.525, 1.079)  -0.199
C (-0.032, -2.579, 0.886)  -0.188
C (-0.925, -2.435, 1.959)  -0.137
C (2.124, -3.566, 0.109)  -0.192
C (3.267, -4.387, 0.359)  -0.003
C (4.330, -4.361, -0.478)  -0.016
C (4.342, -3.464, -1.570)  -0.164
C (5.450, -3.330, -2.439)  -0.054
C (5.435, -2.398, -3.438)  -0.094
C (4.313, -1.554, -3.586)  -0.066
C (3.228, -1.677, -2.766)  -0.066
C (3.200, -2.659, -1.748)  -0.204
N (2.089, -2.773, -0.949)  0.101
H (-1.583, -3.047, 3.915)  0.091
H (0.110, -4.864, 4.082)  0.087
H (1.755, -5.144, 2.314)  0.082
H (-1.703, -1.682, 1.897)  0.068
H (3.290, -5.032, 1.222)  0.090
H (5.193, -4.996, -0.302)  0.111
H (6.312, -3.971, -2.287)  0.103
H (6.282, -2.293, -4.105)  0.094
H (4.307, -0.794, -4.359)  0.108
H (2.386, -1.007, -2.877)  -0.001
C (-1.517, 10.788, 4.872)  -0.109
O (-0.290, 10.178, 5.203)  -0.100
C (-0.064, 8.931, 4.673)  -0.300
C (1.050, 8.252, 5.147)  -0.025
C (1.360, 6.998, 4.650)  -0.036
C (0.568, 6.383, 3.681)  -0.268
C (-0.541, 7.080, 3.210)  -0.024
C (-0.860, 8.343, 3.697)  -0.034
N (0.987, 5.102, 3.238)  0.026
N (0.136, 4.514, 2.538)  0.043
C (0.498, 3.322, 1.962)  -0.241
C (1.777, 2.753, 2.055)  -0.028
C (2.109, 1.582, 1.424)  -0.011
C (1.170, 0.861, 0.636)  -0.361
O (1.477, -0.179, 0.002)  -0.126
C (-0.186, 1.402, 0.581)  -0.141
N (-1.091, 0.686, -0.132)  0.047
C (-2.296, 1.174, -0.312)  -0.160
C (-2.690, 2.408, 0.228)  -0.042
C (-1.804, 3.123, 0.986)  -0.007
C (-0.498, 2.627, 1.191)  -0.091
H (-1.587, 11.692, 5.472)  0.084
H (-2.364, 10.136, 5.101)  0.092
H (-1.563, 11.062, 3.814)  0.089
H (1.665, 8.726, 5.903)  0.111
H (2.230, 6.464, 5.015)  0.104
H (-1.152, 6.621, 2.444)  0.097
H (-1.722, 8.858, 3.298)  0.096
H (2.517, 3.288, 2.637)  0.096
H (3.111, 1.175, 1.483)  0.105
H (-2.967, 0.582, -0.923)  0.056
H (-3.687, 2.779, 0.031)  0.102
H (-2.073, 4.074, 1.426)  0.098
Cl (0.234, -7.837, -5.955)  0.620
C (-0.146, -6.691, -4.713)  -0.725
C (0.318, -5.376, -4.793)  -0.696
Cl (1.273, -4.878, -6.144)  0.669
C (0.018, -4.469, -3.794)  -0.556
Cl (0.529, -2.829, -3.875)  0.778
C (-0.737, -4.812, -2.646)  -0.475
O (-0.969, -3.982, -1.701)  -0.222
C (-1.209, -6.146, -2.611)  -0.591
Cl (-2.165, -6.594, -1.236)  0.702
C (-0.920, -7.061, -3.615)  -0.706
Cl (-1.519, -8.681, -3.501)  0.639
S (0.371, 0.471, -3.060)  0.523
C (-1.221, 0.285, -3.718)  -1.157
S (-2.251, -0.930, -3.055)  0.497
C (-1.663, 1.117, -4.750)  -0.410
C (-2.976, 1.001, -5.306)  -0.295
N (-4.028, 0.943, -5.781)  0.105
C (-0.832, 2.136, -5.318)  -0.294
N (-0.202, 2.979, -5.795)  0.105
I (-6.776, -2.714, 1.653)  0.784
C (-4.971, -2.724, 0.651)  -0.777
C (-4.378, -3.799, 0.027)  -0.159
N (-3.222, -3.344, -0.475)  0.010
N (-3.019, -2.049, -0.219)  -0.007
C (-4.080, -1.653, 0.471)  -0.216
H (-4.692, -4.823, -0.090)  0.105
H (-2.470, -3.862, -0.969)  0.073
H (-4.172, -0.634, 0.815)  0.100


No. 3
Entry from OMol25: one molecule with the formula C24H30N2O2S (ωB97M-V/def2-TZVPD).

Results
Energy above the lowest of the compared OMol25 structures with the same formula, charge and spin ... 247.7 kJ/mol
SMILES ... CCCN(CCC)C[C@@H](O)Cn1cc(/C=C/C(=O)c2cccs2)c2ccccc21
Net charge ... 0
Orbital gap ... 7.44 eV
Molar mass ... 410.58 g/mol

Each line ends with the Löwdin charge.
Positions of all 59 atoms, in Å:
C (-1.524, -5.684, -1.584)  -0.111
C (-1.045, -4.352, -1.023)  -0.243
C (-1.981, -3.840, 0.073)  -0.215
N (-1.550, -2.536, 0.562)  -0.167
C (-0.455, -2.657, 1.525)  -0.205
C (0.588, -1.553, 1.365)  -0.251
C (1.701, -1.680, 2.397)  -0.102
C (-2.622, -1.728, 1.117)  -0.150
C (-3.714, -1.311, 0.121)  -0.344
O (-4.635, -0.441, 0.742)  -0.020
C (-3.156, -0.593, -1.123)  -0.066
N (-2.355, 0.553, -0.813)  -0.024
C (-1.004, 0.548, -0.758)  -0.002
C (-0.520, 1.786, -0.378)  -0.150
C (0.834, 2.176, -0.172)  0.008
C (1.917, 1.387, -0.327)  -0.053
C (3.254, 1.873, -0.035)  -0.444
O (3.507, 3.023, 0.303)  0.065
C (4.340, 0.888, -0.150)  -0.441
C (5.673, 1.136, 0.044)  -0.099
C (6.483, -0.001, -0.123)  -0.177
C (5.760, -1.110, -0.440)  -0.404
S (4.081, -0.784, -0.543)  1.043
C (-1.681, 2.615, -0.196)  -0.114
C (-1.861, 3.948, 0.164)  -0.023
C (-3.145, 4.443, 0.233)  -0.096
C (-4.249, 3.636, -0.048)  -0.090
C (-4.100, 2.312, -0.405)  -0.015
C (-2.808, 1.807, -0.474)  -0.157
H (-1.566, -6.436, -0.799)  0.072
H (-0.848, -6.036, -2.360)  0.069
H (-2.518, -5.585, -2.015)  0.071
H (-0.035, -4.467, -0.628)  0.101
H (-1.002, -3.607, -1.819)  0.105
H (-2.042, -4.580, 0.889)  0.130
H (-2.980, -3.747, -0.356)  0.107
H (0.041, -3.617, 1.371)  0.115
H (-0.841, -2.654, 2.557)  0.127
H (1.017, -1.625, 0.365)  0.087
H (0.117, -0.574, 1.461)  0.097
H (2.213, -2.634, 2.295)  0.074
H (1.301, -1.610, 3.406)  0.074
H (2.429, -0.884, 2.261)  0.058
H (-2.172, -0.813, 1.510)  0.130
H (-3.122, -2.246, 1.963)  0.134
H (-4.257, -2.200, -0.241)  0.135
H (-4.879, -0.794, 1.604)  0.100
H (-2.544, -1.306, -1.677)  0.128
H (-4.006, -0.281, -1.736)  0.138
H (-0.467, -0.348, -0.998)  0.125
H (1.005, 3.193, 0.157)  0.123
H (1.821, 0.365, -0.658)  0.056
H (6.038, 2.115, 0.298)  0.119
H (7.553, 0.001, -0.013)  0.102
H (6.115, -2.106, -0.622)  0.061
H (-1.012, 4.579, 0.380)  0.109
H (-3.306, 5.475, 0.509)  0.098
H (-5.240, 4.060, 0.016)  0.099
H (-4.955, 1.687, -0.603)  0.102


No. 4
Entry from OMol25: one molecule with the formula C4H11NO2 in a non-equilibrium geometry (ωB97M-V/def2-TZVPD).

Results
Energy above the lowest of the compared OMol25 structures with the same formula, charge and spin ... 265.6 kJ/mol
SMILES ... C[C@H](CO)NCO
Net charge ... 0
Orbital gap ... 9.97 eV
Molar mass ... 105.14 g/mol

Each line ends with the Löwdin charge.
Positions of all 18 atoms, in Å:
C (0.977, -1.871, 0.547)  -0.070
C (0.544, -0.454, 0.118)  -0.398
C (0.363, 0.470, 1.377)  -0.266
O (0.500, 1.852, 1.500)  -0.085
N (-0.739, -0.480, -0.574)  -0.057
C (-1.354, 0.781, -0.962)  -0.221
O (-0.593, 1.462, -2.054)  -0.108
H (0.228, -2.683, 0.167)  0.098
H (1.962, -2.094, -0.046)  0.105
H (0.972, -2.000, 1.644)  0.065
H (1.283, -0.071, -0.598)  0.132
H (1.101, -0.001, 2.155)  0.126
H (-0.653, 0.248, 1.844)  0.139
H (0.614, 2.189, 0.557)  0.116
H (-0.669, -1.047, -1.429)  0.120
H (-2.445, 0.659, -1.066)  0.127
H (-1.050, 1.557, -0.250)  0.095
H (-1.040, 1.482, -2.929)  0.082


No. 5
Entry from OMol25: C5H6O2 as an isolated structure (ωB97M-V/def2-TZVPD).

Results
Energy above the lowest of the compared OMol25 structures with the same formula, charge and spin ... 298.1 kJ/mol
Net charge ... 0
Orbital gap ... 10.57 eV
Molar mass ... 98.10 g/mol

Each line ends with the Löwdin charge.
Positions of all 13 atoms, in Å:
O (-1.232, 2.097, -1.657)  0.067
C (-1.311, 1.593, -0.563)  -0.183
C (-0.177, 0.862, 0.111)  -0.270
O (-0.563, 0.083, 1.244)  -0.036
C (0.534, -0.795, 1.001)  -0.222
C (0.373, -1.626, -0.210)  -0.063
C (0.784, -0.195, -0.403)  -0.107
H (-2.185, 1.758, 0.104)  0.135
H (0.503, 1.664, 0.440)  0.164
H (1.099, -1.066, 1.889)  0.149
H (1.263, -2.248, -0.327)  0.118
H (-0.552, -2.092, -0.532)  0.112
H (1.633, 0.084, -1.016)  0.135


No. 6
Entry from OMol25: C40H38N4SSbTi as an isolated structure (ωB97M-V/def2-TZVPD).

Results
Energy above the lowest of the compared OMol25 structures with the same formula, charge and spin ... 39.1 kJ/mol
Net charge ... +1
Orbital gap (spin up / spin down) ... 5.87 / 5.90 eV
Molar mass ... 776.47 g/mol

Each line ends with the Löwdin charge.
Positions of all 85 atoms, in Å:
Ti (0.128, 0.443, 1.143)  0.630
C (4.811, -2.243, 1.556)  -0.077
C (4.635, -1.130, 2.368)  -0.065
C (3.717, -0.151, 2.023)  -0.029
C (2.963, -0.270, 0.857)  -0.308
C (3.151, -1.383, 0.046)  -0.044
C (4.066, -2.365, 0.391)  -0.070
N (1.985, 0.713, 0.511)  -0.076
C (2.409, 2.008, 0.266)  -0.240
C (3.720, 2.410, -0.008)  -0.004
C (3.982, 3.741, -0.274)  -0.059
C (2.968, 4.706, -0.278)  -0.078
C (1.670, 4.326, -0.016)  -0.011
C (1.403, 2.987, 0.258)  -0.214
N (0.144, 2.440, 0.521)  -0.033
N (-0.867, 3.170, 0.297)  0.127
C (-2.034, 2.451, 0.458)  -0.321
C (-3.261, 3.051, 0.178)  0.008
C (-4.403, 2.291, 0.266)  -0.033
C (-4.302, 0.947, 0.632)  -0.035
C (-3.060, 0.426, 0.904)  -0.152
N (-1.931, 1.157, 0.821)  0.025
H (5.527, -3.007, 1.828)  0.106
H (5.212, -1.028, 3.277)  0.109
H (3.578, 0.718, 2.655)  0.116
H (2.575, -1.475, -0.867)  0.081
H (4.201, -3.224, -0.255)  0.099
H (4.521, 1.683, -0.011)  0.118
H (5.001, 4.042, -0.483)  0.111
H (3.203, 5.741, -0.479)  0.105
H (0.859, 5.041, -0.007)  0.112
H (-3.273, 4.093, -0.108)  0.124
H (-5.369, 2.727, 0.051)  0.118
H (-5.178, 0.319, 0.709)  0.115
H (-2.939, -0.606, 1.204)  0.077
S (-0.430, -1.952, 0.855)  0.195
Sb (-0.756, -1.825, -1.432)  1.371
C (0.681, -3.022, -2.369)  -0.367
C (0.972, -2.815, -3.714)  -0.117
C (1.942, -3.598, -4.324)  -0.064
C (2.607, -4.573, -3.592)  -0.057
C (2.311, -4.771, -2.250)  -0.068
C (1.346, -3.992, -1.627)  -0.135
C (-2.737, -2.367, -1.846)  -0.360
C (-3.513, -2.935, -0.843)  -0.133
C (-4.832, -3.271, -1.116)  -0.065
C (-5.362, -3.038, -2.378)  -0.061
C (-4.579, -2.473, -3.377)  -0.064
C (-3.260, -2.134, -3.115)  -0.121
C (-0.529, 0.115, -2.210)  -0.358
C (-1.651, 0.917, -2.401)  -0.131
C (-1.489, 2.211, -2.876)  -0.070
C (-0.217, 2.700, -3.144)  -0.052
C (0.900, 1.897, -2.955)  -0.058
C (0.748, 0.596, -2.497)  -0.122
H (0.463, -2.047, -4.286)  0.104
H (2.179, -3.444, -5.368)  0.113
H (3.363, -5.181, -4.071)  0.113
H (2.832, -5.532, -1.684)  0.114
H (1.126, -4.127, -0.575)  0.088
H (-3.092, -3.120, 0.138)  0.079
H (-5.443, -3.719, -0.344)  0.113
H (-6.390, -3.302, -2.587)  0.113
H (-4.995, -2.298, -4.361)  0.113
H (-2.655, -1.688, -3.896)  0.105
H (-2.645, 0.545, -2.176)  0.100
H (-2.357, 2.839, -3.029)  0.114
H (-0.095, 3.715, -3.500)  0.116
H (1.891, 2.281, -3.157)  0.119
H (1.623, -0.026, -2.358)  0.096
C (0.292, 0.017, 5.209)  -0.050
C (-0.459, 0.969, 4.258)  -0.678
C (-1.880, 0.447, 4.051)  -0.066
C (-0.512, 2.369, 4.882)  -0.050
C (0.334, 1.021, 2.983)  -0.070
H (-0.223, -0.031, 6.171)  0.090
H (1.313, 0.362, 5.384)  0.086
H (0.339, -0.991, 4.793)  0.085
H (-2.384, 0.315, 5.011)  0.092
H (-1.867, -0.524, 3.545)  0.072
H (-2.468, 1.148, 3.457)  0.071
H (-1.068, 2.341, 5.822)  0.090
H (-1.010, 3.075, 4.213)  0.084
H (0.491, 2.745, 5.089)  0.087
H (1.340, 1.423, 3.159)  0.059